[1]
The following is a quantum chemistry calculation of a single C3H6FN molecule in a non-equilibrium geometry, from OMol25.

Energy in eV: -7413.3097
SMILES string: FC1CNC1

```
! wB97M-V def2-TZVPD RIJCOSX def2/J DEFGRID3
* xyz 0 1
F 1.043 -0.914 -1.717
C 0.145 -0.379 -0.806
C -0.112 1.049 -0.307
N -0.543 0.544 1.065
C 0.285 -0.731 0.775
H -0.757 -0.766 -1.067
H 0.903 1.721 -0.289
H -0.787 1.674 -0.872
H -1.538 0.118 0.903
H -0.039 -1.813 1.265
H 1.399 -0.505 1.051
*
```


[2]
The following is a quantum chemistry calculation of a 2-piece molecular cluster, C10H16BF2O7 overall in a non-equilibrium geometry, from OMol25.

Energy in eV: -31081.1032

```
! wB97M-V def2-TZVPD RIJCOSX def2/J DEFGRID3
* xyz -1 1
C 1.790 -1.216 -0.947
O 2.061 -0.147 -1.839
C 2.023 1.129 -1.231
C 0.826 1.400 -0.326
C -0.523 1.235 -1.046
C -1.511 2.375 -0.744
C -2.667 2.465 -1.763
C -3.945 1.775 -1.330
O -3.683 0.403 -0.976
C -4.737 -0.411 -1.180
O -5.175 -1.170 -0.356
H 2.282 -2.111 -1.330
H 2.179 -1.030 0.058
H 0.712 -1.416 -0.911
H 2.954 1.320 -0.679
H 1.987 1.851 -2.057
H 0.931 2.443 0.001
H 0.871 0.799 0.587
H -0.365 1.159 -2.128
H -0.992 0.303 -0.715
H -0.971 3.324 -0.746
H -1.944 2.196 0.244
H -2.929 3.515 -1.931
H -2.350 2.060 -2.731
H -4.674 1.800 -2.151
H -4.385 2.267 -0.458
H -5.164 -0.348 -2.195
B 3.193 -4.015 3.637
O 4.165 -3.189 2.844
C 3.637 -2.018 2.574
O 4.157 -1.127 1.954
C 2.219 -1.973 3.176
O 1.460 -1.043 3.092
O 1.995 -3.119 3.775
F 3.718 -4.317 4.883
F 2.856 -5.165 2.942
*
```


[3]
The following is a quantum chemistry calculation of C5H6CoO4 as an isolated structure in a non-equilibrium geometry, from OMol25.

Energy in eV: -51074.3303
<S²>: 3.797

```
! wB97M-V def2-TZVPD RIJCOSX def2/J DEFGRID3
* xyz 2 4
O -0.194 1.456 -0.842
C -0.470 1.953 0.368
C 0.622 2.504 1.085
O 1.805 2.440 0.633
Co 2.349 1.965 -1.043
H -1.281 1.444 0.892
H 0.464 2.686 2.157
C -0.734 -2.620 1.118
C -0.352 -2.121 -0.045
O 0.112 -0.794 -0.066
C 0.202 -0.077 -1.127
O -0.071 -0.640 -2.249
H -0.773 -2.009 2.019
H -0.488 -2.574 -1.024
H -1.270 -3.568 1.125
H 0.078 -0.046 -3.001
*
```


Please write out number 3 again, unchanged.
The following is a quantum chemistry calculation of C5H6CoO4 as an isolated structure in a non-equilibrium geometry, from OMol25.

Energy in eV: -51074.3303
<S²>: 3.797

```
! wB97M-V def2-TZVPD RIJCOSX def2/J DEFGRID3
* xyz 2 4
O -0.194 1.456 -0.842
C -0.470 1.953 0.368
C 0.622 2.504 1.085
O 1.805 2.440 0.633
Co 2.349 1.965 -1.043
H -1.281 1.444 0.892
H 0.464 2.686 2.157
C -0.734 -2.620 1.118
C -0.352 -2.121 -0.045
O 0.112 -0.794 -0.066
C 0.202 -0.077 -1.127
O -0.071 -0.640 -2.249
H -0.773 -2.009 2.019
H -0.488 -2.574 -1.024
H -1.270 -3.568 1.125
H 0.078 -0.046 -3.001
*
```


- Which formula does entry 1 have?
  C3H6FN


- Look up the energy of the third one.
  -51074.3303 eV